1.
Density functional theory data (ωB97M-V with the def2-TZVPD basis set) for a 2-piece molecular cluster, C3H9N overall at a distorted geometry.

```
! RIJCOSX wB97M-V def2-TZVPD def2/J DEFGRID3
* xyz 0 1
N -3.6830 1.0568 -2.4783
H -3.8928 1.9865 -2.1402
H -4.2111 0.8190 -3.3094
H -4.0516 0.3985 -1.7973
C 0.3475 -0.1080 0.8464
C 1.8626 -0.0934 1.1020
C 2.7120 -1.1186 1.1093
H -0.0789 -0.9983 1.3190
H -0.0445 0.8566 1.1930
H 0.2478 -0.2407 -0.2608
H 2.1760 0.8152 1.6370
H 2.3420 -2.1420 1.1636
H 3.7404 -0.7535 1.2193
*
```

Computed properties:
Kohn-Sham gap in eV: 10.38
HOMO energy in eV: -9.267
SMILES: C=CC.N

---

2.
Density functional theory data (ωB97M-V with the def2-TZVPD basis set) for one molecule with the formula C3H9N.

```
! RIJCOSX wB97M-V def2-TZVPD def2/J DEFGRID3
* xyz 0 1
C -0.0317 0.1992 0.2775
C 1.2358 -0.6477 0.1495
C -1.2671 -0.5607 -0.1957
N 0.1049 1.4329 -0.4947
H -0.1741 0.4642 1.3319
H 0.8974 1.9709 -0.1487
H -0.7212 2.0160 -0.3633
H -2.1734 0.0410 -0.0632
H -1.1925 -0.8338 -1.2542
H 1.9288 -0.2544 -0.6032
H 1.0138 -1.6854 -0.1215
H 1.7761 -0.6601 1.1028
H -1.3968 -1.4822 0.3826
*
```

Computed properties:
Kohn-Sham gap in eV: 10.44
HOMO energy in eV: -9.246
SMILES: CC(C)N

---

3.
Density functional theory data (ωB97M-V with the def2-TZVPD basis set) for a 2-piece molecular cluster, C3H9N overall at a distorted geometry.

```
! RIJCOSX wB97M-V def2-TZVPD def2/J DEFGRID3
* xyz 0 1
C 1.8664 2.3813 0.2191
H 1.8074 1.6060 0.9722
H 1.0413 2.0788 -0.4408
H 1.7848 3.4451 0.4218
H 2.7444 2.3627 -0.4294
C -0.7750 -0.2385 -1.0788
C -0.3487 -0.8109 0.0654
N -1.0603 -1.8476 0.6704
H -1.8448 -0.2964 -1.2209
H -0.0666 0.2375 -1.7327
H 0.5866 -0.6574 0.5825
H -2.0100 -1.9975 0.3388
H -0.9514 -1.9320 1.6681
*
```

Computed properties:
Kohn-Sham gap in eV: 9.33
HOMO energy in eV: -8.191
SMILES: C=CN.C

---

4.
Density functional theory data (ωB97M-V with the def2-TZVPD basis set) for a 2-piece molecular cluster, C3H9N overall at a distorted geometry.

```
! RIJCOSX wB97M-V def2-TZVPD def2/J DEFGRID3
* xyz 0 1
C -2.1852 -1.3759 -3.1119
C -0.8435 -1.5189 -2.9489
H -2.7252 -1.6647 -4.0157
H -2.7636 -0.6604 -2.5105
H -0.3427 -2.4655 -2.8546
H -0.3202 -0.5968 -2.6754
C 0.9240 0.7733 2.4623
N 1.8366 1.8006 2.8860
H 0.0837 0.3973 3.0945
H 0.3249 1.0526 1.5891
H 1.4960 -0.1363 2.2599
H 2.3479 1.4557 3.6759
H 1.5629 2.7658 2.8666
*
```

Computed properties:
Kohn-Sham gap in eV: 9.68
HOMO energy in eV: -8.826
SMILES: C=C.CN

---

5.
Density functional theory data (ωB97M-V with the def2-TZVPD basis set) for a 2-piece molecular cluster, C3H9N2 overall at a distorted geometry.

```
! RIJCOSX wB97M-V def2-TZVPD def2/J DEFGRID3
* xyz 1 1
C 1.0977 -1.0207 -0.2154
C -1.5697 -0.9033 0.2163
C 0.9909 1.4214 0.0558
N 1.2909 0.2017 0.3830
N -1.6625 0.3681 -0.1079
H 1.8576 -1.7314 0.1271
H 0.5822 -1.1321 -1.1640
H -1.5958 -1.7889 -0.4499
H -1.7298 -1.0772 1.2457
H 1.4019 2.3406 0.3589
H 0.4512 1.6121 -0.8596
H 1.9503 0.1337 1.1322
H -1.5458 0.3910 -1.1317
H -1.5191 1.1850 0.4096
*
```

Computed properties:
Kohn-Sham gap (spin up / spin down) in eV: 7.48 / 7.48
HOMO energy (spin up / spin down) in eV: -12.115 / -12.115

---

6.
Density functional theory data (ωB97M-V with the def2-TZVPD basis set) for an isolated ion of composition C3H9N2 and charge +1 at a distorted geometry.

```
! RIJCOSX wB97M-V def2-TZVPD def2/J DEFGRID3
* xyz 1 1
C -1.2680 0.1943 0.0936
N -2.2488 -0.4140 -0.7180
H -1.4327 -0.0405 1.1405
H -1.2124 1.3257 -0.0069
H -2.6713 0.0736 -1.5137
H -2.7013 -1.2745 -0.5349
C 2.4577 -0.0519 0.7427
C 1.3051 0.5389 0.5187
N 0.2182 -0.2166 -0.2241
H 3.3015 0.4760 1.0715
H 2.5870 -0.9880 0.0700
H 1.1799 1.7435 0.6371
H 0.4247 -0.0976 -1.2560
H 0.0605 -1.2688 -0.0204
*
```

Computed properties:
Kohn-Sham gap in eV: 11.29
HOMO energy in eV: -14.618
SMILES: C=C[NH2+]CN

---

7.
Density functional theory data (ωB97M-V with the def2-TZVPD basis set) for an isolated ion of composition C3H9N2 and charge +1 at a distorted geometry.

```
! RIJCOSX wB97M-V def2-TZVPD def2/J DEFGRID3
* xyz 1 1
C 1.0736 0.0830 0.7996
C 0.1907 -1.2813 -0.6165
C -0.9290 1.0922 -0.4278
N 1.3839 -1.1521 0.2106
N -0.3823 -0.0193 0.2794
H 1.0287 0.1211 1.8923
H 1.5384 0.9592 0.3915
H 0.1565 -0.9607 -1.6895
H -0.5505 -2.1071 -0.5303
H -0.2308 1.0899 -1.3448
H -1.9271 0.9967 -0.7344
H -0.8579 2.0613 0.3010
H 1.7710 -1.9208 0.7143
H -0.8933 -0.1468 1.1735
*
```

Computed properties:
Kohn-Sham gap in eV: 10.86
HOMO energy in eV: -14.391
SMILES: C[NH+]1CNC1

---

8.
Density functional theory data (ωB97M-V with the def2-TZVPD basis set) for C3H9N2 as an isolated structure at a distorted geometry.

```
! RIJCOSX wB97M-V def2-TZVPD def2/J DEFGRID3
* xyz 1 1
C 0.9667 -1.8341 -0.8420
N 1.3522 -0.6385 -0.9639
H 1.0328 -2.6361 -1.5908
H 0.2337 -2.1031 -0.0180
H 0.6747 0.5302 -0.8615
H 2.4051 -0.3182 -1.0057
C -1.8499 0.3497 1.2053
C -0.5532 0.4415 0.8085
N 0.0642 1.3744 -0.1877
H -2.6931 0.6953 0.4870
H -2.0952 0.2232 2.1762
H 0.2572 0.0543 1.4003
H -0.6158 1.8146 -0.7456
H 0.8206 2.0470 0.1380
*
```

Computed properties:
Kohn-Sham gap in eV: 9.09
HOMO energy in eV: -13.945

---

9.
Density functional theory data (ωB97M-V with the def2-TZVPD basis set) for an isolated ion of composition C3H9N2 and charge +1 at a distorted geometry.

```
! RIJCOSX wB97M-V def2-TZVPD def2/J DEFGRID3
* xyz 1 1
C -1.2521 -1.4885 -0.7378
C 0.2446 -1.3647 -0.5358
N 0.5164 2.0482 0.9883
C 0.1699 0.6950 0.7647
N 0.4957 0.1619 -0.4298
H -1.9515 -0.7662 -0.3267
H -1.6284 -1.3716 -1.6872
H -1.5343 -2.4516 -0.3076
H 0.5078 -1.9164 0.4281
H 0.8998 -1.7780 -1.2482
H 0.8753 2.5997 0.1084
H 0.1203 2.3812 1.8453
H -0.1974 0.0829 1.5138
H 0.8492 0.6992 -1.1828
*
```

Computed properties:
Kohn-Sham gap in eV: 10.97
HOMO energy in eV: -15.213
SMILES: CC/[NH+]=C/N

---

10.
Density functional theory data (ωB97M-V with the def2-TZVPD basis set) for a 2-piece molecular cluster, C3H9N2O overall at a distorted geometry.

```
! RIJCOSX wB97M-V def2-TZVPD def2/J DEFGRID3
* xyz 0 2
C -1.1150 -0.0532 0.0381
N 0.3324 -0.4503 -0.0724
C 0.6278 -0.8506 -1.4478
O 0.3023 -0.0516 -2.4201
C -1.3338 0.3587 1.4903
N -0.4363 0.7003 2.3761
H -1.1941 0.8587 -0.5884
H -1.7800 -0.7984 -0.4252
H 0.6316 -0.2538 0.8742
H 1.7133 -1.1114 -1.3765
H 0.2421 -1.8867 -1.5330
H -0.3178 1.4734 1.5646
H -2.2174 -0.2299 1.8330
H 2.5589 0.9343 -0.0495
H 1.9861 1.3605 -0.2633
*
```

Computed properties:
Kohn-Sham gap (spin up / spin down) in eV: 9.37 / 6.79
HOMO energy (spin up / spin down) in eV: -8.893 / -8.817
⟨S²⟩: 0.756

---

What did we get for energy relative to the best compared isomer or geometry (same formula, charge and spin)? Answer: 1.4466; 0.1075; 1.2898; 3.0590; 4.1348; 2.4934; 2.9032; 4.5576; 1.4086; 5.6477 eV, in the order shown.